Entry 1:
{
  "formula": "C25H39BO13",
  "method": "ωB97M-V/def2-TZVPD",
  "symbols": ["C", "B", "C", "C", "O", "O", "C", "C", "O", "H", "H", "H", "H", "H", "H", "H", "H", "H", "O", "C", "O", "C", "C", "C", "H", "H", "H", "H", "H", "H", "O", "C", "O", "C", "C", "C", "H", "H", "H", "H", "H", "H", "O", "C", "O", "C", "C", "C", "H", "H", "H", "H", "H", "H", "O", "C", "O", "C", "C", "C", "H", "H", "H", "H", "H", "H", "O", "C", "O", "C", "C", "C", "H", "H", "H", "H", "H", "H"],
  "positions_angstrom": [[1.882, -2.781, 5.601], [1.801, -1.930, 4.294], [1.425, -0.384, 4.297], [0.476, -0.076, 5.404], [0.729, -0.011, 6.565], [-0.854, 0.084, 4.954], [-1.700, -0.967, 5.314], [-1.604, -2.153, 4.391], [-2.428, -0.886, 6.248], [2.705, -2.451, 6.243], [0.976, -2.665, 6.206], [2.014, -3.842, 5.396], [2.016, -2.448, 3.247], [2.324, 0.223, 4.446], [1.005, -0.107, 3.335], [-1.078, -2.959, 4.910], [-2.603, -2.517, 4.160], [-1.061, -1.909, 3.481], [1.710, -0.319, 0.457], [1.005, 0.642, 0.352], [0.601, 1.356, 1.433], [-0.304, 2.405, 1.030], [-0.003, 2.646, -0.442], [0.422, 1.256, -0.905], [-1.326, 2.056, 1.193], [-0.124, 3.271, 1.661], [-0.844, 3.067, -0.984], [0.834, 3.341, -0.535], [-0.426, 0.651, -1.227], [1.166, 1.265, -1.695], [-1.142, 5.559, -0.208], [-0.308, 6.383, -0.440], [0.186, 6.583, -1.687], [1.237, 7.565, -1.657], [0.994, 8.375, -0.388], [0.370, 7.329, 0.532], [2.195, 7.040, -1.634], [1.177, 8.153, -2.570], [1.902, 8.830, 0.002], [0.274, 9.169, -0.588], [1.123, 6.762, 1.084], [-0.355, 7.729, 1.235], [-0.403, 1.615, -3.899], [0.480, 1.489, -4.696], [0.653, 0.347, -5.402], [1.844, 0.430, -6.207], [2.105, 1.923, -6.379], [1.557, 2.487, -5.070], [2.651, -0.073, -5.672], [1.658, -0.093, -7.142], [3.153, 2.149, -6.560], [1.524, 2.306, -7.219], [2.305, 2.485, -4.275], [1.133, 3.484, -5.153], [-5.050, -3.318, -4.793], [-4.213, -2.493, -5.013], [-3.703, -2.292, -6.253], [-2.656, -1.306, -6.208], [-2.918, -0.492, -4.948], [-3.552, -1.538, -4.036], [-1.696, -1.826, -6.167], [-2.702, -0.722, -7.124], [-2.022, -0.030, -4.546], [-3.641, 0.297, -5.161], [-2.805, -2.100, -3.471], [-4.289, -1.139, -3.344], [1.317, -5.030, 2.531], [0.862, -5.902, 3.207], [0.119, -5.648, 4.317], [-0.213, -6.875, 4.989], [-0.108, -7.958, 3.920], [0.992, -7.401, 3.021], [0.501, -7.024, 5.802], [-1.210, -6.772, 5.409], [0.106, -8.940, 4.335], [-1.045, -8.020, 3.365], [1.989, -7.694, 3.358], [0.886, -7.659, 1.971]],
  "forces_ev_per_angstrom": [[-0.20, -0.18, -0.10], [0.25, -0.06, 0.13], [-0.41, 0.08, -0.12], [0.04, 0.12, -0.11], [-0.01, 0.01, 0.10], [0.12, -0.31, 0.06], [-0.07, 0.09, 0.00], [0.14, -0.03, 0.07], [-0.12, 0.05, 0.01], [-0.02, 0.13, -0.01], [0.09, 0.05, 0.10], [0.04, -0.01, 0.00], [0.11, 0.14, -0.08], [0.18, -0.24, 0.04], [0.01, 0.11, -0.02], [-0.01, 0.02, -0.03], [-0.01, 0.03, 0.00], [-0.05, -0.03, -0.05], [0.03, 0.03, 0.02], [-0.04, -0.08, -0.01], [-0.03, 0.05, -0.02], [-0.05, 0.08, -0.01], [0.03, -0.09, -0.09], [0.08, 0.25, 0.18], [0.00, -0.01, -0.01], [0.02, -0.03, 0.04], [-0.02, -0.02, 0.01], [-0.01, 0.01, 0.00], [0.02, -0.03, -0.06], [-0.03, -0.14, -0.06], [-0.01, 0.02, -0.02], [0.01, -0.05, 0.10], [0.01, -0.01, -0.02], [0.04, 0.04, 0.00], [-0.04, -0.01, 0.05], [0.00, 0.17, -0.15], [0.00, 0.01, 0.01], [-0.03, -0.04, -0.02], [0.02, -0.04, -0.01], [0.01, 0.01, -0.01], [-0.01, -0.01, 0.03], [0.01, -0.09, 0.06], [0.00, 0.01, -0.07], [0.01, 0.03, 0.13], [-0.02, -0.02, -0.04], [0.05, 0.01, -0.03], [-0.03, 0.05, 0.03], [0.01, -0.06, -0.22], [0.01, 0.01, 0.00], [-0.05, -0.02, 0.02], [0.01, -0.03, 0.03], [0.01, -0.01, -0.01], [-0.01, 0.03, 0.02], [0.01, 0.01, 0.10], [0.00, 0.01, -0.03], [-0.02, -0.04, 0.09], [0.02, 0.00, -0.02], [0.07, 0.04, 0.00], [-0.11, -0.03, 0.06], [0.00, 0.14, -0.16], [0.01, 0.01, 0.02], [-0.04, -0.04, -0.02], [0.05, -0.01, 0.01], [0.01, 0.00, -0.01], [-0.01, 0.00, 0.03], [0.01, -0.09, 0.06], [-0.07, -0.01, 0.05], [0.07, -0.01, -0.08], [-0.02, 0.02, 0.01], [-0.03, -0.03, 0.03], [0.02, 0.01, -0.06], [-0.18, -0.04, 0.10], [0.01, -0.02, -0.01], [0.01, 0.05, 0.00], [0.03, 0.02, 0.02], [0.00, -0.01, 0.01], [0.02, -0.01, -0.03], [0.09, 0.03, -0.02]],
  "smiles": "CBCC(=O)OC(C)=O.O=C1CCCO1.O=C1CCCO1.O=C1CCCO1.O=C1CCCO1.O=C1CCCO1",
  "relative_energy_kcal_mol": 0.00,
  "mol_weight_g_mol": 558.386,
  "orbital_gap_ev": 10.16
}

Entry 2:
{
  "formula": "C25H39Br4F3N2O6P2S2",
  "method": "ωB97M-V/def2-TZVPD",
  "symbols": ["C", "C", "O", "P", "O", "C", "C", "C", "C", "C", "C", "C", "P", "O", "O", "C", "C", "O", "C", "C", "C", "S", "C", "C", "C", "C", "F", "Br", "C", "F", "F", "Br", "C", "N", "S", "N", "C", "O", "C", "C", "H", "H", "H", "H", "H", "H", "H", "H", "H", "H", "H", "H", "H", "H", "H", "H", "H", "H", "H", "H", "H", "H", "H", "H", "H", "H", "H", "H", "H", "H", "H", "H", "H", "H", "H", "Br", "C", "C", "Br", "H", "H", "H", "H"],
  "positions_angstrom": [[-6.375, 0.497, 0.727], [-5.111, 1.263, 1.098], [-4.553, 2.058, 0.038], [-4.262, 1.452, -1.398], [-5.419, 1.371, -2.302], [-3.449, -0.138, -1.208], [-2.405, -0.211, -0.074], [-1.075, -0.786, -0.571], [0.182, -0.451, 0.202], [1.404, -0.486, -0.385], [1.551, -0.968, -1.809], [2.363, -2.287, -1.920], [1.334, -3.705, -2.340], [1.213, -3.859, -3.795], [-0.078, -3.428, -1.647], [-0.735, -4.363, -0.768], [-0.398, -4.139, 0.702], [1.920, -5.015, -1.631], [3.150, -5.035, -0.887], [3.037, -4.563, 0.550], [2.594, -0.058, 0.329], [4.142, 0.088, -0.564], [2.586, 0.316, 1.622], [3.779, 0.754, 2.414], [4.189, -0.337, 3.408], [5.345, -0.022, 4.340], [5.350, -0.992, 5.319], [5.147, 1.671, 5.249], [6.756, -0.141, 3.693], [7.678, -0.266, 4.657], [6.786, -1.274, 2.959], [7.283, 1.333, 2.571], [1.332, 0.275, 2.277], [1.128, 0.578, 3.567], [-0.436, 0.372, 3.826], [-0.930, -0.087, 2.384], [0.150, -0.097, 1.583], [-3.139, 2.492, -1.849], [-2.479, 2.154, -3.102], [-2.190, 3.390, -3.937], [-6.876, 0.947, -0.125], [-6.176, -0.557, 0.543], [-7.060, 0.535, 1.574], [-4.345, 0.603, 1.503], [-5.338, 1.983, 1.881], [-4.250, -0.861, -1.064], [-2.996, -0.369, -2.171], [-2.270, 0.760, 0.397], [-2.800, -0.852, 0.711], [-0.937, -0.395, -1.580], [-1.173, -1.865, -0.689], [0.572, -1.111, -2.253], [2.073, -0.205, -2.382], [2.905, -2.441, -0.996], [3.064, -2.194, -2.746], [-0.541, -5.380, -1.094], [-1.795, -4.174, -0.928], [-1.307, -3.996, 1.284], [0.166, -4.959, 1.134], [0.176, -3.217, 0.802], [3.440, -6.085, -0.873], [3.933, -4.513, -1.439], [4.035, -4.485, 0.981], [2.531, -3.606, 0.648], [2.492, -5.296, 1.142], [4.744, -0.987, -0.048], [4.613, 1.001, 1.766], [3.504, 1.651, 2.969], [4.479, -1.227, 2.847], [3.353, -0.612, 4.046], [-3.116, 1.472, -3.662], [-1.539, 1.670, -2.834], [-2.920, 3.507, -4.734], [-2.172, 4.290, -3.331], [-1.216, 3.274, -4.412], [-2.339, 8.030, -3.404], [-3.430, 8.125, -1.796], [-2.849, 7.299, -0.679], [-3.114, 5.399, -0.982], [-4.423, 7.791, -2.076], [-3.460, 9.176, -1.522], [-3.349, 7.532, 0.259], [-1.781, 7.456, -0.570]],
  "forces_ev_per_angstrom": [[-0.03, -0.01, 0.37], [-0.26, 0.23, 0.22], [0.21, -0.23, 0.15], [-0.51, 0.30, -0.44], [0.15, -0.12, 0.07], [0.10, -0.05, 0.47], [-0.09, -0.22, 0.11], [-0.26, 0.38, -0.07], [-0.76, -0.18, 0.25], [0.60, -0.01, -0.44], [0.21, -0.01, -0.06], [-0.35, 0.28, 0.09], [0.02, -0.04, -0.96], [-0.03, 0.01, 0.17], [0.45, -0.52, 0.41], [-0.44, 0.05, -0.11], [-0.01, 0.24, -0.04], [-0.07, 0.36, 0.55], [0.18, -0.45, -0.02], [-0.08, -0.18, -0.02], [0.19, -0.33, -0.82], [-0.02, 0.02, -0.37], [0.25, 0.25, 0.70], [0.01, 0.17, 0.38], [0.12, 0.04, -0.27], [0.02, -0.22, 0.10], [0.00, 0.00, -0.19], [0.01, 0.04, 0.06], [0.07, 0.04, 0.19], [-0.08, -0.01, -0.04], [0.05, 0.04, 0.06], [-0.04, 0.01, -0.15], [-0.24, 0.00, 0.18], [-0.06, -0.05, -0.02], [0.01, 0.06, 0.24], [0.01, -0.04, -0.17], [-0.27, 0.00, 0.22], [0.19, -0.22, -0.26], [0.07, 0.40, 0.15], [0.00, -0.18, -0.15], [0.03, -0.03, -0.12], [0.01, -0.01, -0.29], [-0.05, -0.03, 0.01], [0.09, -0.05, -0.09], [0.02, 0.12, -0.06], [-0.01, -0.07, -0.07], [-0.06, -0.03, -0.13], [0.11, 0.17, -0.14], [0.03, 0.03, 0.11], [-0.03, -0.04, 0.05], [0.01, 0.17, 0.02], [0.14, 0.08, -0.12], [-0.02, 0.04, -0.11], [0.21, -0.08, 0.01], [0.19, -0.13, 0.06], [0.12, -0.04, 0.00], [-0.04, -0.01, -0.09], [-0.04, -0.09, 0.06], [0.08, -0.03, 0.01], [0.07, -0.04, 0.05], [0.04, -0.03, -0.10], [-0.08, 0.20, -0.04], [0.06, 0.06, -0.02], [0.02, 0.11, 0.02], [-0.10, 0.03, 0.03], [0.08, -0.10, 0.08], [-0.08, 0.02, -0.08], [0.02, 0.04, 0.04], [-0.02, -0.13, 0.06], [-0.07, 0.09, 0.08], [0.06, -0.17, -0.04], [-0.03, -0.18, 0.03], [-0.14, 0.13, 0.08], [0.03, 0.02, 0.05], [0.05, 0.06, -0.03], [-0.04, -0.03, 0.00], [0.08, 0.08, -0.07], [-0.09, -0.14, 0.03], [0.04, 0.14, 0.14], [-0.02, -0.01, 0.02], [0.02, 0.00, 0.02], [-0.02, 0.02, -0.01], [0.01, 0.04, 0.01]],
  "relative_energy_kcal_mol": 0.00,
  "mol_weight_g_mol": 966.287,
  "orbital_gap_ev": 8.29
}

Entry 3:
{
  "formula": "C25H39FN2O15P2S",
  "method": "ωB97M-V/def2-TZVPD",
  "symbols": ["C", "C", "O", "C", "C", "O", "C", "C", "O", "C", "C", "C", "C", "S", "O", "O", "F", "C", "C", "C", "P", "O", "O", "C", "O", "N", "N", "C", "C", "O", "C", "C", "O", "C", "O", "H", "H", "H", "H", "H", "H", "H", "H", "H", "H", "H", "H", "H", "H", "H", "H", "H", "H", "H", "H", "H", "H", "H", "H", "O", "P", "O", "C", "C", "O", "C", "C", "O", "C", "C", "H", "H", "H", "H", "H", "H", "H", "H", "H", "H", "H", "H", "H", "H", "H"],
  "positions_angstrom": [[10.012, -5.421, 0.247], [9.693, -4.560, -1.124], [9.474, -3.134, -0.790], [8.110, -2.926, -0.249], [7.138, -2.239, -1.377], [7.146, -0.768, -1.399], [6.520, -0.185, -0.201], [4.877, -0.398, -0.127], [4.103, 0.817, -0.425], [2.932, 0.945, 0.504], [1.615, 0.205, -0.176], [0.810, 1.124, -1.318], [-0.539, 0.523, -2.103], [-1.493, 1.538, -3.385], [-1.672, 0.615, -4.635], [-0.679, 2.772, -3.848], [-3.068, 1.888, -2.804], [-0.989, -1.007, -1.722], [-0.182, -1.930, -0.584], [1.113, -1.337, 0.227], [1.992, -2.375, 1.566], [3.056, -3.584, 0.904], [0.804, -3.065, 2.664], [-0.957, -3.377, -0.533], [-0.468, -4.499, 0.001], [-2.236, -3.060, -1.273], [-3.435, -3.500, -0.743], [-3.935, -4.777, -1.378], [-5.459, -4.696, -2.064], [-3.281, -5.937, -1.467], [-3.442, -3.543, 0.767], [-3.288, -4.901, 1.699], [-3.592, -2.381, 1.462], [-2.265, -1.929, -2.277], [-3.092, -1.723, -3.305], [10.418, -4.639, 1.043], [10.773, -6.298, 0.049], [8.973, -5.792, 0.660], [10.601, -4.701, -1.849], [8.726, -4.985, -1.678], [7.633, -3.980, 0.020], [8.199, -2.338, 0.759], [6.065, -2.721, -1.298], [7.561, -2.586, -2.438], [6.695, 0.993, -0.276], [7.007, -0.513, 0.817], [4.665, -0.861, 0.941], [4.521, -1.232, -0.904], [2.696, 2.115, 0.520], [3.171, 0.587, 1.593], [1.184, 2.234, -1.550], [2.678, -3.777, -0.023], [1.119, -4.005, 2.873], [-5.768, -5.748, -2.474], [-5.377, -3.863, -2.897], [-6.248, -4.295, -1.266], [-3.567, -5.896, 1.151], [-2.181, -5.054, 2.112], [-4.007, -4.837, 2.646], [-5.937, 6.377, 1.962], [-4.845, 5.910, 0.968], [-4.225, 4.743, 1.977], [-5.082, 3.814, 2.622], [-5.127, 2.507, 1.858], [-3.758, 7.109, 1.351], [-4.222, 8.383, 1.773], [-4.205, 8.469, 3.289], [-3.626, 5.389, -0.142], [-3.843, 4.229, -0.922], [-5.170, 4.245, -1.650], [-6.094, 4.203, 2.754], [-4.668, 3.634, 3.619], [-5.615, 2.643, 0.889], [-5.688, 1.752, 2.417], [-4.118, 2.127, 1.671], [-5.217, 8.594, 1.367], [-3.546, 9.138, 1.359], [-4.725, 7.630, 3.754], [-4.669, 9.399, 3.630], [-3.174, 8.438, 3.660], [-3.737, 3.342, -0.297], [-3.034, 4.185, -1.660], [-6.011, 4.306, -0.952], [-5.287, 3.337, -2.249], [-5.236, 5.114, -2.312]],
  "forces_ev_per_angstrom": [[-0.80, 0.97, 0.00], [-0.02, -0.91, 0.11], [-1.32, -1.59, 0.10], [-0.45, -0.75, -0.02], [0.66, -1.09, -0.61], [-1.00, -1.30, 1.96], [-0.75, 1.68, -0.03], [0.49, -1.93, -0.11], [-0.77, -1.21, 2.64], [-0.43, 0.96, -1.08], [-2.55, -0.95, -1.46], [-1.50, -3.17, 0.85], [2.32, -2.87, 3.97], [2.14, -0.47, -7.50], [-0.08, 3.04, 5.70], [-3.38, -3.72, 3.47], [3.23, -0.55, -0.52], [1.92, 0.67, 1.31], [0.47, 3.67, -1.73], [-3.33, 1.06, -4.57], [1.78, 1.04, 2.72], [-3.67, 1.10, -2.07], [1.77, -1.38, -2.32], [3.07, -1.57, 1.19], [-3.84, 7.10, -3.36], [1.51, 0.10, -0.28], [-0.79, -2.64, 1.13], [0.63, -6.33, -1.67], [0.85, 0.92, 0.82], [-3.38, 7.62, 0.83], [-0.77, 5.11, 5.17], [-0.40, -0.75, 0.16], [1.22, -7.17, -5.07], [-1.63, 1.91, -2.70], [5.35, -1.82, 7.46], [-0.58, -1.83, -1.75], [-1.69, 1.78, 0.51], [2.28, 0.36, -0.69], [-1.74, 0.84, 1.35], [2.06, 0.83, 1.17], [0.93, 2.17, -0.53], [-0.18, -0.89, -2.08], [1.88, 1.26, 0.07], [-0.85, 0.91, 2.37], [-0.34, -2.63, 0.02], [-0.89, 0.28, -2.10], [0.07, 1.27, -2.02], [0.97, 1.74, 1.56], [0.44, -2.67, -0.02], [-0.57, 0.40, -2.23], [-0.96, -2.79, 0.53], [1.01, -0.18, 1.80], [-0.70, 1.68, -0.46], [0.83, 2.19, 0.83], [-0.22, -1.81, 1.58], [1.83, -0.92, -1.66], [0.61, 2.08, 0.73], [-2.33, 0.79, -1.20], [1.58, 0.34, -2.23], [-1.49, -0.82, -4.29], [6.15, 1.01, 7.30], [-0.90, -0.76, -0.74], [-0.01, -0.42, 0.44], [0.03, -0.14, -0.09], [-0.61, -0.21, -1.66], [-0.21, 0.33, 0.36], [0.15, 0.01, 0.21], [-3.19, 1.16, -1.24], [0.22, -0.46, -0.36], [0.07, 0.06, -0.26], [0.13, 0.18, -0.02], [0.03, 0.12, -0.07], [-0.05, -0.05, 0.02], [0.05, 0.06, -0.05], [-0.12, 0.01, 0.11], [0.13, -0.09, 0.20], [0.06, -0.19, -0.07], [-0.13, 0.07, -0.19], [0.06, -0.04, -0.03], [-0.11, 0.08, -0.10], [-0.13, -0.03, 0.12], [-0.04, 0.23, 0.15], [-0.06, -0.10, 0.15], [-0.06, 0.12, 0.08], [0.06, -0.11, 0.04]],
  "smiles": "CCOCCOCCOCc1cc(S(=O)(=O)F)c2c(c1P(O)O)C(=O)N(N(C(C)=O)C(C)=O)C2=O.CCOP(=O)(OCC)OCC",
  "mol_weight_g_mol": 720.599,
  "orbital_gap_ev": 6.60
}

Which lowest unoccupied orbital energy belongs to each record? In order, 0.286 -0.925 -2.627 eV.